(1)
DFT (ωB97M-V/def2-TZVPD) results for a structure of composition C22H29IrN4O2P in a non-equilibrium geometry.

Element x y z (Å)
1 Ir -0.5050 -0.5240 1.2664
2 C 3.0544 -4.0306 3.2498
3 O 2.6179 -2.6425 3.0957
4 C 1.5746 -2.3224 2.4123
5 O 1.2843 -1.1094 2.2831
6 N 0.8011 -3.2699 1.8500
7 N -0.3480 -2.8568 1.1497
8 H 3.9731 -3.9727 3.8196
9 H 3.2544 -4.4687 2.2731
10 H 2.3093 -4.5940 3.8096
11 H 0.9901 -4.2579 1.9486
12 H -1.1658 -3.3135 1.5516
13 H -0.2827 -3.1597 0.1796
14 C -0.8047 -0.2829 -6.8164
15 C -1.6668 -0.8194 -5.8551
16 C -1.3741 -0.6647 -4.5243
17 C -0.1656 -0.0028 -4.1365
18 C 0.7087 0.5289 -5.1290
19 C 0.3780 0.3814 -6.4491
20 P 0.1369 0.0698 -2.4627
21 C 1.7696 0.3292 -2.0171
22 C 2.1140 0.9343 -0.7784
23 C 3.4335 1.1730 -0.4987
24 C 4.4287 0.7764 -1.4073
25 C 4.1070 0.1136 -2.5932
26 C 2.7906 -0.1499 -2.8887
27 C -1.1650 0.8068 -1.5651
28 C -2.0097 1.6358 -2.3511
29 C -3.1373 2.2002 -1.8003
30 C -3.4588 1.9284 -0.4775
31 C -2.6186 1.1349 0.3074
32 C -1.4610 0.5306 -0.1905
33 H -1.0494 -0.3823 -7.8669
34 H -2.5330 -1.3924 -6.1555
35 H -2.0512 -1.0592 -3.7759
36 H 1.5645 1.1300 -4.8570
37 H 1.0211 0.7998 -7.2122
38 H 1.3462 1.2338 -0.0800
39 H 3.7121 1.6777 0.4161
40 H 5.4690 0.9742 -1.1777
41 H 4.8890 -0.2078 -3.2681
42 H 2.5450 -0.7338 -3.7648
43 H -1.7516 1.8627 -3.3754
44 H -3.7662 2.8436 -2.4011
45 H -4.3670 2.3350 -0.0499
46 H -2.9057 0.9767 1.3395
47 N -2.3801 2.6187 6.1139
48 C -1.5716 1.4672 5.5613
49 C -1.6338 1.3874 4.0293
50 N -0.8637 0.2276 3.5250
51 H -2.3934 2.5879 7.1400
52 H -3.3570 2.5986 5.8053
53 H -1.9909 3.5300 5.8529
54 H -1.9632 0.5593 6.0171
55 H -0.5478 1.6102 5.9030
56 H -1.2207 2.2914 3.5818
57 H -2.6676 1.2835 3.6992
58 H -1.2134 -0.6257 3.9546
59 H 0.1170 0.3046 3.7902

## Properties
ΔE to the lowest compared entry with this formula, charge and spin = 2.306 eV
calculated total energy = -1669.3105 a.u.
frontier orbital gap (spin up / spin down) = 5.570 / 5.376 eV
2S+1 = 2
total charge = +4
E_HOMO (spin up / spin down) = -19.18 / -19.00 eV

Löwdin atomic charge list, values in e, 4 entries: number 1, Ir, carries 1.210; number 2, C, carries 0.044; number 3, O, carries 0.063; number 4, C, carries -0.551

***

(2)
DFT (ωB97M-V/def2-TZVPD) results for a structure of composition C22H29N3O10S.

Element x y z (Å)
1 C 2.2124 1.5040 -6.1822
2 C 3.2389 0.9681 -5.1628
3 C 3.7141 2.0094 -4.1427
4 O 3.4733 1.5316 -2.8226
5 C 3.1004 2.5056 -1.8741
6 C 1.9691 1.9566 -1.0293
7 C 0.7741 1.4678 -1.6547
8 O 0.6888 1.6015 -3.0743
9 C 0.4488 2.8235 -3.4404
10 N 0.2819 3.8624 -3.9143
11 C -0.2880 0.9050 -1.0264
12 C -1.4892 0.3766 -1.7784
13 C -1.1316 -0.9176 -2.5308
14 C -1.3025 -2.1526 -1.6421
15 O -2.6373 -2.6382 -1.7675
16 C -0.1928 0.8263 0.3972
17 N -1.1047 0.3302 1.2300
18 S -0.5062 0.5219 2.7250
19 N 0.8965 1.2063 2.3757
20 C 0.9689 1.3248 1.0495
21 C 2.0500 1.8968 0.3278
22 O 3.1423 2.3391 1.0071
23 H 2.4187 1.1441 -7.1896
24 H 1.2036 1.1671 -5.9377
25 H 2.1749 2.5936 -6.2004
26 H 2.7620 0.1539 -4.6164
27 H 4.0852 0.5251 -5.6874
28 H 4.7895 2.1803 -4.2526
29 H 3.1889 2.9510 -4.3228
30 H 3.9328 2.7241 -1.2032
31 H 2.7627 3.4360 -2.3419
32 H -2.3120 0.1975 -1.0909
33 H -1.7681 1.1333 -2.5140
34 H -0.1148 -0.8840 -2.9235
35 H -1.7982 -1.0499 -3.3850
36 H -1.0959 -1.8582 -0.6073
37 H -0.5970 -2.9362 -1.9264
38 H -3.0299 -2.7052 -0.8940
39 H 2.8736 2.4683 1.9270
40 C 1.7435 -3.8372 3.0560
41 C 2.1901 -4.3768 1.7207
42 C 2.5462 -3.3272 0.6872
43 O 2.2140 -3.9828 -0.5425
44 C 1.2481 -4.8978 -0.2749
45 O 0.6061 -5.4643 -1.0958
46 O 1.1116 -5.0627 1.0630
47 H 1.5460 -4.6517 3.7520
48 H 2.5095 -3.1913 3.4863
49 H 0.8187 -3.2691 2.9456
50 H 3.0092 -5.0901 1.8472
51 H 3.5973 -3.0499 0.6930
52 H 1.9317 -2.4271 0.7816
53 C -6.4364 1.7260 5.5627
54 C -5.0797 1.0729 5.6317
55 C -3.9056 2.0124 5.4528
56 O -2.9213 1.1598 4.8528
57 C -3.5759 0.1743 4.1945
58 O -3.0739 -0.5845 3.4270
59 O -4.8844 0.1704 4.5264
60 H -7.2248 0.9967 5.7436
61 H -6.5172 2.5154 6.3103
62 H -6.6036 2.1527 4.5733
63 H -4.9769 0.4936 6.5530
64 H -3.5279 2.4196 6.3870
65 H -4.1275 2.8288 4.7618

## Properties
ΔE to the lowest compared entry with this formula, charge and spin = 0.000 eV
calculated total energy = -2170.5471 a.u.
frontier orbital gap = 8.022 eV
2S+1 = 1
E_HOMO = -8.65 eV

Löwdin atomic charge list, values in e, 4 entries: number 1, C, carries -0.100; number 2, C, carries -0.204; number 3, C, carries -0.207; number 4, O, carries -0.125

***

(3)
DFT (ωB97M-V/def2-TZVPD) results for the molecule C22H29NO4.

Element x y z (Å)
1 C -7.1207 3.0850 1.9357
2 C -7.4704 2.0782 1.1583
3 C -7.3706 2.0935 -0.3402
4 O -7.1000 0.8225 -0.9004
5 C -5.8845 0.2554 -0.7132
6 C -4.8431 0.8060 0.0318
7 C -3.6419 0.1362 0.1428
8 C -3.4321 -1.0959 -0.4808
9 C -2.1908 -1.8267 -0.3916
10 C -1.1018 -1.5096 0.3259
11 C 0.0734 -2.3791 0.3052
12 O 0.2009 -3.3867 -0.3464
13 O 1.0340 -1.8985 1.1332
14 C 2.2436 -2.6340 1.2307
15 C 3.4786 -1.8025 0.8763
16 O 4.5931 -2.2693 0.9796
17 N 3.2113 -0.5584 0.4521
18 C 4.2429 0.4002 0.0955
19 C 4.0553 0.8561 -1.3602
20 C 5.3477 0.8742 -2.1793
21 C 6.3894 1.9322 -1.8061
22 C 7.0566 1.7236 -0.4402
23 C 6.5250 2.6158 0.6872
24 C 5.0103 2.7910 0.7724
25 C 4.2100 1.5393 1.1233
26 C -4.4883 -1.6370 -1.2264
27 C -5.6892 -0.9800 -1.3398
28 H -7.2358 3.0434 3.0045
29 H -6.7137 3.9988 1.5331
30 H -7.8784 1.1654 1.5706
31 H -8.3466 2.3616 -0.7622
32 H -6.6337 2.8335 -0.6790
33 H -4.9674 1.7508 0.5364
34 H -2.8516 0.5843 0.7244
35 H -2.1386 -2.7416 -0.9706
36 H -1.0312 -0.6368 0.9552
37 H 2.1999 -3.5009 0.5602
38 H 2.3533 -2.9929 2.2589
39 H 2.2500 -0.2510 0.4443
40 H 5.1731 -0.1641 0.1859
41 H 3.5729 1.8342 -1.3952
42 H 3.3788 0.1471 -1.8453
43 H 5.8120 -0.1124 -2.1135
44 H 5.0728 1.0343 -3.2257
45 H 5.9451 2.9274 -1.8582
46 H 7.1622 1.8937 -2.5778
47 H 6.9803 0.6747 -0.1580
48 H 8.1240 1.9393 -0.5332
49 H 6.9536 3.6143 0.5615
50 H 6.8918 2.2233 1.6383
51 H 4.8114 3.5304 1.5536
52 H 4.6398 3.2147 -0.1606
53 H 3.1649 1.8407 1.2529
54 H 4.5581 1.1446 2.0803
55 H -4.3531 -2.5894 -1.7173
56 H -6.5032 -1.3961 -1.9122

## Properties
ΔE to the lowest compared entry with this formula, charge and spin = 2.622 eV
calculated total energy = -1211.4202 a.u.
frontier orbital gap = 8.366 eV
2S+1 = 1
E_HOMO = -8.46 eV
SMILES = C=CCOc1ccc(/C=C/C(=O)OCC(=O)NC2CCCCCCC2)cc1

Löwdin atomic charge list, values in e, 4 entries: number 1, C, carries 0.009; number 2, C, carries -0.165; number 3, C, carries -0.200; number 4, O, carries -0.040

***

(4)
DFT (ωB97M-V/def2-TZVPD) results for a structure of composition C22H30AuN5O6S.

Element x y z (Å)
1 Au 0.3720 0.6013 0.4741
2 C 2.0920 0.2804 3.2347
3 C 3.0619 0.3454 2.0635
4 N 2.4237 0.3140 0.7080
5 C 3.0475 1.3108 -0.2306
6 C 2.7077 2.7448 0.1501
7 S 0.9123 2.9715 0.4033
8 C 0.7657 3.5347 2.1263
9 C 1.4317 2.6693 3.1860
10 N 1.0160 1.2652 3.1127
11 H 1.6427 -0.7128 3.2837
12 H 2.6888 0.4080 4.1449
13 H 3.6505 1.2583 2.1215
14 H 3.7667 -0.4830 2.1252
15 H 2.5767 -0.6115 0.3112
16 H 4.1310 1.1721 -0.2357
17 H 2.6753 1.0977 -1.2333
18 H 3.2202 3.0731 1.0526
19 H 3.0073 3.4058 -0.6619
20 H 1.1479 4.5556 2.1583
21 H -0.3146 3.5885 2.2752
22 H 2.5156 2.7387 3.0949
23 H 1.1925 3.1044 4.1593
24 H 0.3112 1.0841 3.8149
25 O -2.8462 -0.6490 -0.8164
26 C -2.0610 0.2422 -1.0248
27 O -1.5243 0.9838 -0.0369
28 C -1.6066 0.5872 -2.4113
29 C -2.1947 -0.0128 -3.5199
30 C -1.6737 0.2584 -4.7707
31 C -0.5676 1.0654 -4.9750
32 C -0.0002 1.6220 -3.8465
33 C -0.5216 1.4290 -2.5867
34 N 1.2373 2.4203 -3.9506
35 O 1.8007 2.6956 -2.8952
36 O 1.5790 2.7979 -5.0377
37 N -2.3053 -0.3787 -5.9545
38 O -1.8259 -0.1193 -7.0327
39 O -3.2636 -1.0864 -5.7438
40 H -3.0373 -0.6816 -3.4152
41 H -0.1694 1.2321 -5.9659
42 H -0.0742 1.9459 -1.7586
43 C -3.2468 -2.8633 1.6473
44 N -2.4466 -1.9571 2.5317
45 C -2.9427 -0.5515 2.4281
46 C -0.9336 -2.0921 2.3705
47 C -0.4089 -2.3535 0.9818
48 C -0.3908 -3.6881 0.5623
49 C 0.0809 -4.0652 -0.6823
50 C 0.5790 -3.0992 -1.5400
51 C 0.6157 -1.7736 -1.1284
52 C 0.1352 -1.3967 0.1214
53 H -4.2870 -2.7907 1.9546
54 H -2.8979 -3.8843 1.7672
55 H -3.1333 -2.5247 0.6215
56 H -2.6299 -2.2495 3.4913
57 H -2.8410 -0.2221 1.4012
58 H -2.3584 0.0750 3.0986
59 H -3.9872 -0.5384 2.7304
60 H -0.6651 -2.9409 2.9990
61 H -0.5140 -1.1906 2.8138
62 H -0.7445 -4.4566 1.2398
63 H 0.0699 -5.1064 -0.9734
64 H 0.9505 -3.3704 -2.5192
65 H 1.0086 -1.0284 -1.8137

## Properties
ΔE to the lowest compared entry with this formula, charge and spin = 0.000 eV
calculated total energy = -2114.6737 a.u.
frontier orbital gap = 8.531 eV
2S+1 = 1
total charge = +2
E_HOMO = -15.35 eV

Löwdin atomic charge list, values in e, 4 entries: number 1, Au, carries 1.158; number 2, C, carries -0.194; number 3, C, carries -0.138; number 4, N, carries -0.152